1.
{"formula": "C8H15N3O5", "method": "ωB97M-V/def2-TZVPD", "homo_lumo_gap_ev": 10.19, "smiles": "CN(C)C(=O)C[C@@H]1COC(=O)O1.NC(N)=O", "total_energy_ev": -23247.36503, "lumo_energy_ha": 0.0240, "homo_ev": -9.533, "species": ["C", "N", "C", "C", "O", "C", "C", "C", "O", "C", "O", "O", "H", "H", "H", "H", "H", "H", "H", "H", "H", "H", "H", "N", "C", "N", "O", "H", "H", "H", "H"], "positions_angstrom": [[1.930, 0.321, 0.611], [0.788, 1.230, 0.478], [1.221, 2.640, 0.595], [0.036, 0.973, -0.652], [0.143, 0.000, -1.316], [-1.064, 1.976, -1.036], [-2.336, 1.861, -0.167], [-2.193, 1.723, 1.357], [-2.960, 0.517, 1.592], [-2.906, -0.183, 0.429], [-2.683, -1.278, 0.271], [-3.147, 0.760, -0.560], [2.160, 0.255, 1.680], [2.849, 0.682, 0.136], [1.727, -0.697, 0.280], [0.384, 3.238, 0.963], [2.084, 2.748, 1.241], [1.452, 3.021, -0.405], [-0.723, 3.014, -1.020], [-1.368, 1.754, -2.054], [-2.900, 2.757, -0.440], [-2.474, 2.570, 1.978], [-1.202, 1.458, 1.738], [2.135, -4.828, -0.789], [1.735, -3.527, -0.660], [0.388, -3.328, -0.675], [2.527, -2.608, -0.541], [1.500, -5.597, -0.889], [3.122, -5.006, -0.783], [0.060, -2.379, -0.590], [-0.283, -4.066, -0.772]], "forces_ev_per_angstrom": [[0.274, -0.451, 1.264], [1.270, 0.160, -0.610], [-1.068, -0.008, -0.428], [-1.094, 2.234, 0.491], [0.303, -2.528, -1.162], [0.134, -0.189, 0.727], [-0.166, 1.803, -0.907], [0.486, -0.997, 0.445], [0.273, -0.099, 1.063], [-1.389, 6.115, 0.323], [0.584, -5.740, -0.556], [0.997, -0.686, -0.054], [0.023, 0.031, -0.058], [-0.274, 0.051, -0.349], [-0.060, 0.346, -0.201], [0.225, 0.114, 0.235], [-0.045, -0.170, 0.142], [0.354, 0.129, 0.192], [-0.011, -0.075, 0.153], [0.073, -0.101, -0.048], [-0.184, -0.088, 0.320], [-0.892, -0.097, -0.263], [0.194, 0.218, -0.670], [0.203, -0.164, -0.005], [-0.310, 0.039, -0.059], [-0.067, 0.135, 0.094], [0.228, -0.055, 0.058], [-0.017, 0.047, -0.001], [-0.045, 0.018, -0.002], [-0.021, -0.003, -0.145], [0.024, 0.010, 0.008]]}

2.
{"formula": "C8H15N4O3", "method": "ωB97M-V/def2-TZVPD", "homo_lumo_gap_ev": 9.28, "smiles": "COC1=NC(=[NH2+])[C@@](C)(/[N+]([O-])=N/O)C[C@H]1C", "charge": 1, "total_energy_ev": -20630.69088, "lumo_energy_ha": -0.1384, "homo_ev": -13.041, "species": ["C", "O", "C", "N", "C", "N", "C", "C", "N", "O", "N", "O", "C", "C", "C", "H", "H", "H", "H", "H", "H", "H", "H", "H", "H", "H", "H", "H", "H", "H"], "positions_angstrom": [[-3.022, 1.439, -0.858], [-2.478, 0.241, -0.261], [-1.312, 0.291, 0.165], [-0.614, 1.391, 0.273], [0.664, 1.548, 0.447], [1.256, 2.563, 1.011], [1.457, 0.232, -0.277], [1.310, 0.236, -1.804], [2.915, 0.328, 0.014], [3.350, 1.337, 0.588], [3.524, -0.623, -0.496], [4.855, -0.624, -0.179], [0.941, -0.789, 0.709], [-0.612, -1.020, 0.479], [-1.257, -2.046, 1.472], [-2.795, 2.289, -0.300], [-4.128, 1.286, -0.976], [-2.543, 1.476, -1.790], [2.218, 2.724, 0.742], [0.738, 3.345, 1.419], [1.636, -0.820, -2.142], [1.986, 0.978, -2.203], [0.303, 0.313, -2.040], [5.200, -1.452, -0.331], [0.964, -0.516, 1.739], [1.337, -1.745, 0.511], [-0.602, -1.584, -0.473], [-1.308, -1.637, 2.421], [-0.707, -3.076, 1.588], [-2.328, -2.156, 1.191]], "forces_ev_per_angstrom": [[-2.092, -1.347, -0.381], [-2.418, -0.065, -0.418], [4.200, -0.877, 1.664], [-2.210, 1.120, 0.460], [1.878, -2.152, -2.289], [-1.023, 0.814, -0.211], [0.099, 3.366, 2.140], [1.496, -3.232, 1.291], [0.039, 0.871, -0.773], [1.276, -0.209, 0.410], [1.236, -1.928, 0.383], [-1.588, 4.338, 0.861], [-3.714, -0.552, -1.215], [0.907, -1.682, -0.687], [0.003, -0.948, -1.554], [0.302, 1.244, 1.083], [1.226, 0.045, 0.205], [0.363, 0.431, -1.503], [0.265, -0.392, 0.509], [-0.116, -0.570, -0.244], [-0.362, 1.774, 0.274], [-0.208, 0.219, -0.308], [-1.765, 0.630, -0.865], [0.710, -3.242, -0.965], [1.122, 0.457, 0.760], [0.942, -1.074, 0.101], [-0.474, 0.461, -0.066], [0.156, 0.883, 2.133], [-1.029, 2.078, -0.746], [0.778, -0.461, -0.051]]}

3.
{"formula": "C8H15N5OS", "method": "ωB97M-V/def2-TZVPD", "homo_lumo_gap_ev": 7.74, "total_energy_ev": -28867.79945, "lumo_energy_ha": 0.0009, "homo_ev": -7.712, "species": ["C", "C", "C", "C", "C", "C", "C", "C", "N", "N", "N", "N", "N", "O", "S", "H", "H", "H", "H", "H", "H", "H", "H", "H", "H", "H", "H", "H", "H", "H"], "positions_angstrom": [[-2.411, 0.155, -0.163], [0.506, -1.217, 1.672], [1.939, -0.897, -0.244], [0.066, -2.596, 1.069], [1.399, -2.247, -0.793], [-0.220, 3.132, 0.095], [0.739, 2.011, -0.260], [0.152, 0.779, 0.407], [-1.506, 0.730, -1.951], [-3.391, 0.604, -1.012], [-2.818, 0.977, -2.050], [-1.237, 0.222, -0.735], [0.952, -0.311, 0.628], [1.100, -3.100, 0.338], [-2.697, -0.336, 1.479], [-0.379, -0.758, 2.167], [1.052, -1.757, 2.500], [2.839, -1.031, 0.361], [2.224, -0.215, -1.059], [-0.155, -3.264, 1.909], [-0.800, -2.516, 0.370], [0.554, -2.236, -1.512], [2.219, -2.708, -1.310], [0.202, 3.857, 0.755], [-1.098, 2.723, 0.586], [-0.417, 3.828, -0.788], [1.748, 2.012, 0.178], [0.770, 2.042, -1.437], [-0.544, 0.926, 1.272], [-0.791, 1.188, -2.472]], "forces_ev_per_angstrom": [[-1.370, -1.265, 3.814], [-2.487, -2.367, 1.082], [-0.494, 0.272, -0.980], [-2.106, 1.650, -0.175], [0.501, -0.294, 1.103], [0.162, 1.877, -1.133], [-0.633, -0.569, -1.626], [0.972, -2.203, -0.437], [-0.666, -0.049, 0.335], [-0.669, -0.383, 0.755], [0.998, 1.036, -2.644], [1.414, 0.524, -0.008], [-0.261, 1.000, 1.625], [2.015, -0.563, -1.841], [-0.176, 0.507, -1.334], [0.699, -0.424, -0.381], [1.398, 2.175, -0.776], [-0.020, -0.489, -0.176], [-0.307, -0.120, 0.139], [-0.093, -0.008, -0.361], [0.007, 0.106, 0.789], [0.146, 0.561, 0.637], [0.413, -0.454, -0.231], [0.494, 0.233, 0.974], [-0.406, 0.390, -0.422], [-0.377, -1.333, 0.909], [-0.183, 0.729, -0.460], [0.496, -0.816, 2.295], [0.550, 0.047, -0.862], [-0.016, 0.228, -0.612]]}

4.
{"formula": "C8H15NO", "method": "ωB97M-V/def2-TZVPD", "homo_lumo_gap_ev": 10.24, "total_energy_ev": -12074.09241, "lumo_energy_ha": 0.0223, "homo_ev": -9.629, "species": ["C", "C", "C", "C", "C", "C", "C", "C", "N", "H", "H", "H", "H", "H", "H", "H", "H", "H", "H", "H", "H", "H", "O", "H", "H"], "positions_angstrom": [[-3.594, 1.079, -0.349], [-2.661, -0.114, -0.173], [-1.292, 0.273, 0.382], [-0.385, -0.924, 0.553], [0.463, -1.420, -0.587], [1.115, -0.825, 0.641], [1.836, 0.498, 0.574], [3.312, 0.371, 0.282], [3.777, -0.319, -0.739], [-3.779, 1.579, 0.614], [-3.158, 1.822, -1.034], [-4.565, 0.770, -0.761], [-3.127, -0.853, 0.499], [-2.523, -0.623, -1.141], [-0.831, 1.011, -0.293], [-1.421, 0.778, 1.354], [-0.814, -1.706, 1.186], [0.552, -2.493, -0.760], [0.478, -0.809, -1.493], [1.576, -1.545, 1.323], [1.399, 1.147, -0.199], [1.755, 1.054, 1.520], [3.968, 1.504, 0.229], [3.341, -1.232, -0.829], [4.576, 0.979, -0.797]], "forces_ev_per_angstrom": [[-0.106, 0.182, -0.001], [-0.045, -0.280, -0.079], [0.079, 0.221, 0.085], [-0.106, -0.213, 0.128], [0.097, -0.098, -0.187], [-0.018, -0.206, 0.200], [-0.180, -0.477, 1.867], [-0.052, 1.860, -5.381], [-0.516, -1.771, 1.667], [0.043, -0.117, -0.261], [-0.124, -0.183, 0.179], [0.257, 0.095, 0.113], [0.120, 0.172, -0.163], [-0.023, 0.109, 0.237], [-0.074, -0.148, 0.141], [0.022, -0.092, -0.230], [0.091, 0.209, -0.186], [-0.041, 0.324, 0.038], [0.000, -0.164, 0.259], [-0.120, 0.209, -0.190], [0.546, -0.216, 0.098], [-0.255, -0.170, -0.148], [1.703, 0.179, -0.498], [0.085, -0.168, -0.502], [-1.383, 0.740, 2.814]]}

5.
{"formula": "C8H15NO4S", "method": "ωB97M-V/def2-TZVPD", "homo_lumo_gap_ev": 10.16, "total_energy_ev": -29048.68659, "lumo_energy_ha": 0.0107, "homo_ev": -9.872, "species": ["C", "C", "O", "S", "O", "O", "C", "C", "C", "C", "C", "C", "N", "O", "H", "H", "H", "H", "H", "H", "H", "H", "H", "H", "H", "H", "H", "H", "H"], "positions_angstrom": [[1.737, -1.390, 0.840], [1.233, 0.160, 0.463], [1.790, 0.592, -0.827], [1.496, 2.237, -1.154], [2.856, 2.815, -1.708], [1.194, 3.157, 0.247], [-0.297, 3.080, 0.404], [-0.652, 1.788, 1.349], [-0.388, 0.322, 0.619], [-1.256, 0.095, -0.750], [-0.784, -1.164, -1.684], [-0.860, -2.637, -0.971], [-1.148, -2.929, 0.484], [-0.635, -3.707, -1.777], [2.782, -1.293, 1.409], [1.844, -2.059, -0.114], [0.992, -1.879, 1.635], [1.720, 0.837, 1.317], [-0.713, 2.982, -0.696], [-0.690, 4.112, 0.812], [-1.774, 1.923, 1.705], [0.018, 1.881, 2.330], [-0.762, -0.488, 1.410], [-2.374, -0.139, -0.402], [-1.337, 1.035, -1.452], [-1.548, -1.200, -2.601], [0.280, -1.063, -2.163], [-2.143, -3.277, 0.527], [-0.581, -3.790, 0.748]], "forces_ev_per_angstrom": [[0.374, 0.618, 0.523], [0.073, -0.965, 2.485], [-0.539, 1.118, 1.807], [4.870, 2.579, -2.533], [-4.934, -2.549, 2.446], [-1.114, -1.639, -0.934], [-0.608, -0.189, -0.008], [-0.477, 0.843, 0.048], [-0.130, 0.428, 0.639], [-0.705, -0.464, 0.126], [-0.929, -0.264, 0.081], [1.052, -5.468, -4.118], [-0.101, -0.596, -1.527], [-1.095, 6.513, 4.735], [-2.194, -0.304, -1.570], [-0.218, 1.249, 1.865], [1.536, 1.189, -2.017], [-1.066, -1.403, -1.937], [0.428, 0.081, 2.321], [1.075, -2.199, -0.555], [2.208, -0.483, -0.845], [-1.399, -0.304, -2.178], [0.986, 1.712, -1.855], [2.376, 0.541, -0.744], [0.419, -1.770, 1.500], [1.698, -0.167, 2.044], [-1.975, -0.161, 1.190], [1.245, 0.680, -0.139], [-0.857, 1.373, -0.850]]}

6.
{"formula": "C8H15NSi2", "method": "ωB97M-V/def2-TZVPD", "homo_lumo_gap_ev": 9.73, "smiles": "C[Si](C)(N[SiH3])c1ccccc1", "total_energy_ev": -25784.95513, "lumo_energy_ha": 0.0288, "homo_ev": -8.942, "species": ["C", "Si", "C", "N", "Si", "C", "C", "C", "C", "C", "C", "H", "H", "H", "H", "H", "H", "H", "H", "H", "H", "H", "H", "H", "H", "H"], "positions_angstrom": [[1.027, 1.690, -1.179], [0.877, 0.511, 0.313], [1.422, 1.504, 1.935], [1.605, -0.962, -0.240], [3.066, -1.062, -1.119], [-0.934, -0.262, 0.375], [-1.255, -1.061, -0.708], [-2.543, -1.474, -0.907], [-3.562, -1.005, -0.118], [-3.239, -0.061, 0.898], [-1.943, 0.214, 1.216], [1.515, 1.418, -2.116], [0.016, 1.934, -1.435], [1.373, 2.571, -0.613], [1.842, 1.009, 2.891], [2.259, 2.114, 1.585], [0.517, 2.034, 2.369], [1.297, -1.858, 0.163], [2.831, -1.965, -2.248], [3.456, 0.299, -1.342], [4.050, -1.743, -0.156], [-0.424, -1.443, -1.265], [-2.709, -2.110, -1.716], [-4.603, -1.385, -0.166], [-4.120, 0.356, 1.490], [-1.823, 0.740, 2.093]], "forces_ev_per_angstrom": [[-0.348, 0.222, 1.731], [-1.329, -1.395, 0.206], [-0.396, -1.310, 0.941], [0.388, -0.442, 0.733], [0.402, -1.478, 1.628], [1.550, 1.908, 0.621], [0.622, 0.245, 1.054], [-0.387, 0.263, 0.188], [-0.583, 0.906, 1.215], [-2.984, -1.176, 0.065], [-0.455, -0.889, -1.876], [0.399, 0.120, 0.571], [-0.806, 0.151, -0.215], [0.500, 0.207, -1.092], [-0.670, 0.014, -1.814], [-0.453, 0.633, 0.200], [1.155, 0.046, -0.954], [0.113, 0.854, -0.116], [0.294, 0.088, -0.522], [0.473, 0.623, -0.546], [-0.122, 0.368, -0.840], [0.007, -0.066, -0.710], [-0.571, -1.220, -1.108], [0.805, 0.459, -0.370], [1.449, -0.588, -0.610], [0.948, 1.460, 1.620]]}